1.
Below is a molecular structure, C41H33N3O2STeTi, with properties calculated with ωB97M-V with the def2-TZVPD basis set.

Energy relative to the best compared isomer or geometry (same formula, charge and spin)   0.00 kcal/mol
Spin multiplicity   1
Orbital gap   7.4 eV
Calculated total energy   -3412.6117 Ha

XYZ file:
```
82
Properties=species:S:1:pos:R:3:forces:R:3
H 4.536 -1.498 -0.274 0.0 0.0 0.0
C -1.801 5.524 0.207 0.0 0.0 0.1
H -1.842 5.547 -3.190 0.0 0.0 0.0
H -5.256 -5.431 -2.634 0.0 0.0 0.0
Te -2.002 -2.337 2.199 0.0 -0.2 0.1
N 0.788 -0.422 -0.885 0.1 0.0 0.0
C 2.369 -3.179 -1.306 0.0 0.0 0.0
H -4.086 -6.906 1.228 0.0 0.0 0.0
C -3.865 -4.837 0.968 0.2 -0.1 0.1
C 3.895 3.803 -0.081 -0.1 0.0 -0.1
H 2.305 -2.833 -2.331 0.0 0.0 0.0
C -2.047 5.979 -1.088 0.0 0.0 -0.1
C -4.702 -6.313 -0.786 -0.2 0.5 -0.5
C 5.294 1.760 -0.036 0.0 0.1 0.0
C -1.154 4.320 0.359 0.0 0.1 -0.1
S -0.470 2.930 -3.223 0.0 0.0 0.1
H 2.808 6.223 -0.268 0.0 0.0 0.0
H -2.100 6.093 1.075 0.0 0.0 0.0
C 2.871 4.398 0.837 0.0 0.0 0.0
C -5.457 -3.193 0.011 0.8 -0.6 -1.0
C 2.514 -4.052 1.325 0.0 0.0 0.0
H -4.878 -7.331 -1.107 0.0 0.0 0.0
C -0.342 -1.356 -0.845 -0.1 0.0 0.0
H 2.558 -4.392 2.352 0.0 0.0 0.0
C 4.033 2.315 -0.150 -0.2 -0.1 0.0
C 1.154 5.637 2.633 0.0 0.0 0.0
C 2.655 -4.959 0.284 0.0 0.0 0.0
C 2.443 5.702 0.607 0.0 0.0 0.0
H -3.627 0.486 -0.976 0.1 0.0 0.0
C 1.580 4.337 2.868 0.0 0.0 0.0
H -4.564 -3.185 -2.005 0.2 0.1 0.2
C 6.877 -0.209 0.073 0.0 0.0 0.0
C 2.425 3.713 1.962 0.0 0.0 0.0
C -2.794 -2.686 0.194 -0.2 0.2 -0.2
H 1.238 7.326 1.311 0.0 0.0 0.0
H 7.109 -0.892 -0.746 0.0 0.0 0.0
C 4.394 -0.425 -0.248 -0.1 0.0 0.0
H -0.646 -1.580 -1.871 0.0 0.0 0.0
H -7.074 -1.858 -0.436 0.0 0.0 0.0
H -1.987 -3.232 -0.297 0.0 0.1 0.0
H 2.815 -6.008 0.498 0.0 0.0 0.0
O 1.747 2.046 -0.619 0.3 0.1 0.3
C -0.998 4.015 -1.946 0.1 0.0 -0.2
H -6.155 -3.825 0.546 0.1 -0.1 0.0
C 1.968 -0.825 -0.557 0.0 0.0 0.0
H -3.545 -4.689 1.996 0.2 -0.1 -0.1
C 2.911 1.491 -0.384 0.1 0.0 -0.1
C -1.655 5.229 -2.175 0.0 0.0 0.1
C -3.894 -0.529 -0.696 0.4 0.1 0.1
H 7.638 0.570 0.083 0.0 0.0 0.0
C -3.988 -3.608 0.135 -0.9 0.1 0.0
C 2.586 -4.521 -1.031 0.0 0.0 0.0
C -1.264 -0.507 1.369 0.0 0.0 -0.1
N -0.757 3.602 -0.693 0.0 0.0 0.0
H 1.256 3.810 3.757 0.0 0.0 0.0
C -4.188 -6.067 0.550 -0.1 0.2 0.2
N -1.397 0.717 -0.732 0.2 0.3 0.2
H 2.697 -5.226 -1.845 0.0 0.0 0.0
H -2.554 6.923 -1.245 0.0 0.0 0.0
H 6.136 2.432 0.091 0.0 0.0 0.0
H 6.967 -0.773 1.004 0.0 0.0 0.0
C 2.231 -2.270 -0.264 0.0 0.0 0.0
H -0.212 -0.367 1.618 0.0 0.0 0.0
C 5.499 0.384 -0.077 0.1 0.0 0.0
C -2.848 -1.277 -0.323 0.0 -0.1 -0.1
H -5.902 0.063 -1.071 -0.1 0.0 0.0
H 0.492 6.124 3.339 0.0 0.0 0.0
C -1.492 -0.586 -0.157 0.0 -0.1 -0.1
C -4.934 -5.272 -1.611 0.2 -0.6 0.4
Ti -0.040 1.652 -1.175 -0.5 -0.3 -0.2
C -5.991 -1.886 -0.376 0.2 0.5 0.1
C 2.312 -2.707 1.053 0.0 0.0 0.0
C -4.696 -3.890 -1.191 -0.4 0.3 0.6
O 4.644 4.520 -0.707 0.0 0.0 0.0
H 2.762 2.699 2.140 0.0 0.0 0.0
C 3.100 0.089 -0.409 0.1 0.2 0.0
C -5.315 -0.783 -0.732 -0.6 -0.4 0.1
H 2.205 -1.997 1.864 0.0 0.0 0.0
C 1.576 6.314 1.497 0.0 0.0 0.0
H -1.850 0.318 1.765 0.0 0.0 0.0
H -0.926 3.909 1.333 0.0 0.0 0.0
H -0.096 -2.285 -0.333 0.0 0.0 0.0
```
Forces are in eV/Å.

=====

2.
Below is a single C18H20O5 molecule, with properties calculated with ωB97M-V with the def2-TZVPD basis set.

Energy relative to the best compared isomer or geometry (same formula, charge and spin)   14.41 kcal/mol
Spin multiplicity   1
SMILES   COC(=O)[C@H](C)Oc1cc(C)cc2oc(=O)c3c(c12)CCCC3
Orbital gap   8.8 eV
Calculated total energy   -1074.1399 Ha

XYZ file:
```
43
Properties=species:S:1:pos:R:3:forces:R:3
O -1.595 -0.265 -3.292 -0.1 -0.1 -0.2
O 1.401 -0.490 4.399 0.0 0.0 0.1
H 2.276 3.187 -0.060 -0.1 0.0 0.1
H 0.194 3.401 -3.180 0.0 0.0 -0.1
C 0.991 1.490 -0.349 0.1 0.4 0.1
C 0.124 0.842 -1.388 0.1 0.2 -0.5
H 2.478 3.791 -2.451 0.1 0.0 0.0
H 0.679 3.593 -0.694 0.0 0.1 0.0
O -0.923 1.207 -4.791 0.0 -0.2 0.4
H 1.341 -2.807 3.389 0.0 -0.1 0.0
C 2.022 2.837 -2.182 -0.3 0.2 0.1
H 0.766 -3.253 1.768 0.0 0.0 0.0
C -2.324 -2.593 -0.660 0.1 0.3 -0.2
C 0.859 2.534 -3.115 0.2 0.0 -0.1
H 0.434 1.565 0.585 0.1 -0.1 -0.1
H 2.784 2.059 -2.273 0.1 0.0 0.0
H 0.575 2.000 4.831 0.0 0.0 -0.1
H -3.812 -4.002 -1.272 -0.1 -0.1 0.0
H -0.704 -1.484 2.747 0.1 0.1 -0.1
O 0.226 -0.601 1.114 -0.1 -0.1 -0.2
C -1.459 -2.145 0.338 0.1 0.0 0.3
H -1.448 -2.693 1.267 0.1 0.0 0.1
H -3.845 -3.601 0.449 -0.1 0.0 0.0
C -0.637 -1.048 0.160 -0.2 -0.1 -0.3
C -3.195 -3.783 -0.406 0.0 0.0 0.0
C 0.060 1.353 -2.646 0.1 0.0 0.4
C -0.820 0.795 -3.660 0.0 0.3 -0.5
C 0.846 -0.194 3.375 -0.1 -0.2 -0.2
H 2.170 -2.197 1.951 0.1 0.0 0.0
H 1.840 0.828 -0.155 0.0 0.0 0.1
C 1.495 2.871 -0.755 0.2 -0.2 -0.1
H -2.977 -2.246 -2.679 -0.1 -0.1 -0.1
H 2.136 2.009 3.987 -0.1 0.0 0.0
O 0.594 1.050 2.990 -0.2 0.1 -0.3
C 1.201 -2.460 2.369 -0.2 0.3 0.0
H 1.203 2.331 -4.131 -0.1 0.1 0.0
C -2.341 -1.932 -1.867 0.0 0.1 0.0
C -1.514 -0.829 -2.069 0.2 -0.3 0.8
C 1.055 2.082 3.854 0.2 0.1 0.4
H -2.587 -4.658 -0.180 0.0 -0.1 0.0
H 0.790 3.020 3.374 0.0 -0.1 0.0
C -0.657 -0.336 -1.070 -0.3 -0.3 -0.2
C 0.301 -1.225 2.378 0.1 -0.3 0.3
```
Forces are in eV/Å.

=====

Question: Look up the spin multiplicity of the second one.
Answer: 1

=====

Question: Which formula does entry 2 have?
Answer: C18H20O5